[1]
ORCA calculation (ωB97M-V with the def2-TZVPD basis set) on a 2-piece molecular cluster, C4H9N3O overall at a distorted geometry.

2S+1 = 1
highest occupied orbital energy = -9.371 eV
E = -397.2214 Eh
energy relative to the best compared isomer or geometry (same formula, charge and spin) = 81.1 kcal per mole
SMILES = C/N=C/N.COC#N

Positions of all 17 atoms, in Å:
C  -0.387754  -0.854526  -1.978146
N  -0.488240  -0.102153  -0.744621
C  -1.607137  -0.055028  -0.119732
N  -1.826859  0.713364  0.965783
H  0.097453  -1.808478  -1.767195
H  -1.359867  -0.986187  -2.463083
H  0.279124  -0.292312  -2.633077
H  -2.525613  -0.366331  -0.628659
H  -2.702062  0.600961  1.448615
H  -1.039686  0.927597  1.558851
C  1.592702  -0.076212  1.700194
O  2.071465  -0.133388  0.370722
C  1.579501  0.876713  -0.547721
N  1.879212  1.762752  -1.226427
H  2.111197  -0.846981  2.274802
H  1.819226  0.912626  2.118201
H  0.507336  -0.272417  1.671491

Cartesian forces (eV/Å) of the 6 atoms listed first:
C 0.159 0.371 0.240
N -0.812 -0.515 1.239
C 0.621 0.782 -2.427
N -0.082 0.079 1.135
H -0.143 -0.119 -0.164
H 0.049 -0.187 -0.042



[2]
ORCA calculation (ωB97M-V with the def2-TZVPD basis set) on one molecule with the formula C4H9N3O at a distorted geometry.

2S+1 = 1
highest occupied orbital energy = -8.245 eV
E = -397.2800 Eh
energy relative to the best compared isomer or geometry (same formula, charge and spin) = 44.3 kcal per mole
SMILES = NC(=O)N1CCCN1

Positions of all 17 atoms, in Å:
N  2.302541  0.836834  -0.182321
C  1.392291  -0.231792  0.036796
O  1.761379  -1.312554  0.470982
N  0.061315  0.008430  -0.462861
C  -0.577084  1.284590  -0.153777
C  -1.849414  0.749945  0.609027
C  -2.178985  -0.608199  -0.131839
N  -0.794495  -1.096760  -0.214284
H  1.851630  1.767820  -0.284980
H  3.237303  0.897326  0.291887
H  0.009003  1.731695  0.611675
H  -0.660590  1.827088  -1.068699
H  -2.573005  1.580901  0.590008
H  -1.591472  0.676076  1.670979
H  -2.761475  -1.425317  0.338860
H  -2.607067  -0.263754  -1.070979
H  -0.701737  -1.698199  -0.991581

Cartesian forces (eV/Å) of the 6 atoms listed first:
N -0.704 1.151 0.451
C 0.685 -0.505 -0.041
O -0.454 1.130 -0.527
N 2.640 -0.255 0.165
C -0.786 -2.761 1.227
C -0.609 1.173 -0.412



[3]
ORCA calculation (ωB97M-V with the def2-TZVPD basis set) on one molecule with the formula C4H9N3O at a distorted geometry.

2S+1 = 1
highest occupied orbital energy = -8.498 eV
E = -397.2265 Eh
energy relative to the best compared isomer or geometry (same formula, charge and spin) = 77.9 kcal per mole
SMILES = [H]/N=C(/N)C/N=C(/C)O

Positions of all 17 atoms, in Å:
H  2.177142  -0.103317  0.900522
N  1.664541  -0.278366  0.041105
C  1.191107  0.775232  -0.601049
N  1.230317  0.802726  -1.943363
C  0.115099  1.548740  0.117047
N  -0.904591  0.527568  -0.009857
C  -0.606404  -0.599677  0.641883
C  -1.442470  -1.775984  0.202974
O  -0.466414  -0.630227  2.032040
H  1.831428  0.152834  -2.423776
H  0.462162  1.259605  -2.409319
H  0.409277  1.786754  1.154233
H  -0.181584  2.452018  -0.420421
H  -1.613241  -1.734456  -0.869259
H  -2.421578  -1.722959  0.678986
H  -0.962620  -2.711618  0.485046
H  -0.482171  0.251127  2.423208

Cartesian forces (eV/Å) of the 6 atoms listed first:
H -0.849 0.173 0.314
N 2.308 0.776 -1.519
C 0.698 -2.487 0.877
N -0.322 0.821 0.746
C -0.372 0.558 -0.042
N 1.037 -1.965 0.472



[4]
ORCA calculation (ωB97M-V with the def2-TZVPD basis set) on one molecule with the formula C4H9N3O at a distorted geometry.

2S+1 = 1
highest occupied orbital energy = -7.854 eV
E = -397.1465 Eh
energy relative to the best compared isomer or geometry (same formula, charge and spin) = 128.1 kcal per mole
SMILES = [H]/N=C(/C=C\N)NOC

Positions of all 17 atoms, in Å:
H  1.016223  -2.737847  -0.014922
N  1.843406  -2.108160  0.107169
C  1.177356  -1.049125  -0.092420
C  1.801886  0.224515  -0.333258
C  1.476296  1.561371  -0.181583
N  0.217139  1.909934  0.178265
N  -0.223107  -1.173675  0.085647
O  -1.184951  -0.549344  -0.760663
C  -2.351070  -0.157441  0.063649
H  2.908010  0.075389  -0.321901
H  2.200231  2.456419  -0.463273
H  0.019751  2.960330  0.387860
H  -0.604174  1.158487  0.215228
H  -0.367931  -2.169438  0.390290
H  -3.012936  0.633401  -0.562497
H  -1.964053  0.086364  1.188875
H  -2.952077  -1.121175  0.113536

Cartesian forces (eV/Å) of the 6 atoms listed first:
H 1.901 -1.082 0.496
N -0.879 -1.333 -0.537
C -1.242 2.094 -0.143
C 3.064 1.951 0.389
C -0.153 -0.946 -0.721
N -2.740 1.777 0.642



Number 1: gap between HOMO and LUMO 10.06 eV. Number 2: gap between HOMO and LUMO 9.06 eV. Number 3: gap between HOMO and LUMO 8.81 eV. Number 4: gap between HOMO and LUMO 8.59 eV.